# C26H12DyF5N4O8S3

A molecular structure, C26H12DyF5N4O8S3 at a distorted geometry (ωB97M-V/def2-TZVPD, OMol25).

The expectation value of S² is 9.330. The value obtained for the HOMO-LUMO gap (spin up / spin down) is 0.22464 / 0.22484 hartree. The calculated total energy is -4398.02602 Eh. As for the relative energy (zero: lowest compared OMol25 entry of this formula, charge and spin): 0.0 kcal per mole. The HOMO energy (spin up / spin down) comes out at -2.6 / -2.6 eV. Its spin multiplicity is 6. The charge is -2.

Positions of all 59 atoms, in Å:
Dy -0.5009 -1.1712 0.7617
O -2.4485 0.3859 0.3220
C -2.9358 0.7325 -0.7316
C -2.5638 0.3644 -2.0864
C -3.2222 1.0597 -3.1110
C -2.9688 0.7468 -4.4202
C -2.0325 -0.2485 -4.7368
C -1.3609 -0.9267 -3.7818
C -1.6039 -0.6710 -2.3994
O -1.0098 -1.3853 -1.5499
N -3.7452 1.3613 -5.4718
O -3.5179 0.9960 -6.6344
O -4.5985 2.1897 -5.2019
H -3.7845 1.4471 -0.7112
H -3.9382 1.8533 -2.8851
H -1.9220 -0.4873 -5.7755
H -0.6910 -1.7241 -4.0791
S -2.8684 -2.9964 1.0431
C -1.7587 -3.9834 0.1304
C -2.1288 -5.1506 -0.5861
C -1.1701 -5.8819 -1.2430
C 0.1328 -5.4263 -1.2889
C 0.4595 -4.3076 -0.5576
N -0.4662 -3.6099 0.1093
H -3.1539 -5.4402 -0.4860
H -1.4040 -6.8257 -1.7172
H 0.8933 -6.0282 -1.7530
H 1.5000 -3.9510 -0.4798
F -2.3829 4.6900 5.6988
C -1.9593 3.5079 5.1998
C -1.6848 3.3666 3.8694
F -1.7521 4.4436 3.0813
C -1.3728 2.1370 3.2850
F -1.1741 2.1614 1.9740
C -1.3110 0.9601 4.0606
S -1.0360 -0.6701 3.5113
C -1.5272 1.1640 5.4343
F -1.4135 0.1411 6.2921
C -1.8343 2.3824 5.9822
F -2.0629 2.4870 7.3096
O 0.8208 0.4178 -0.3674
C 1.6602 0.8686 0.4698
O 1.5249 0.8459 1.7058
C 2.9226 1.5323 -0.0665
C 3.0785 1.8382 -1.4058
C 4.2455 2.3840 -1.8988
C 5.2926 2.6632 -1.0185
C 5.1056 2.4015 0.3193
C 3.9622 1.8342 0.8122
N 6.2733 2.6011 1.2194
O 6.1566 2.2888 2.3707
O 7.2991 3.0806 0.7813
H 2.3271 1.5691 -2.1407
H 4.3748 2.5567 -2.9476
H 6.2411 3.0482 -1.3634
H 3.8471 1.5660 1.8725
S 3.3024 -4.1055 2.2393
C 2.3164 -2.9493 1.7260
N 1.5693 -2.1339 1.3152

***

# ClH14O7

A molecular structure, ClH14O7 at a distorted geometry (ωB97M-V/def2-TZVPD, OMol25).

The value obtained for the HOMO-LUMO gap is 0.36899 hartree. The calculated total energy is -995.20850 Eh. As for the relative energy (zero: lowest compared OMol25 entry of this formula, charge and spin): 127.7 kcal per mole. The HOMO energy comes out at -6.4 eV. The charge is -1.

Positions of all 22 atoms, in Å:
Cl 7.4351 -16.0771 6.9750
O 4.6292 -16.2380 7.5635
H 5.5636 -16.2396 7.3559
H 4.5941 -16.1083 8.5112
O 9.9443 -15.9189 6.9153
H 9.0114 -16.1091 7.0144
H 10.2699 -16.6093 6.3378
O 7.8995 -14.8210 4.5809
H 7.3312 -15.2790 3.9617
H 7.7620 -15.2738 5.4130
O 6.7592 -18.3219 6.6058
H 7.0748 -18.3650 5.7031
H 7.1684 -17.5351 6.9659
O 5.4468 -16.1339 5.1031
H 6.0715 -16.1339 5.8284
H 4.6544 -15.7409 5.4689
O 7.9708 -16.8261 9.7370
H 8.8943 -16.9368 9.9628
H 7.9826 -16.4167 8.8718
O 8.8795 -14.7504 8.6861
H 8.2544 -15.1376 8.0732
H 9.6552 -14.5693 8.1553

***

# C18H68Cd3N4O16

A molecular structure, C18H68Cd3N4O16 at a distorted geometry (ωB97M-V/def2-TZVPD, OMol25).

The value obtained for the HOMO-LUMO gap is 0.19219 hartree. The calculated total energy is -2651.12325 Eh. The HOMO energy comes out at -17.0 eV. The charge is +4.

Positions of all 109 atoms, in Å:
Cd -1.9534 0.4418 -3.0619
Cd 2.9451 -3.2840 0.9947
Cd -0.0352 -2.9845 -1.9704
O -0.8284 -0.9408 -1.8766
C -0.0927 -0.3743 -0.8018
C 1.3572 -1.1146 -0.4792
O 1.4132 -2.5317 -0.2721
H -0.7737 -0.3968 0.0489
H -0.0285 0.6939 -1.0086
H 1.8375 -0.5993 0.3526
H 1.9894 -0.8735 -1.3339
C 5.3038 0.3835 -1.6346
C 6.2355 0.4830 -0.4137
C 6.6409 2.0070 -0.1729
O 5.5385 2.8480 0.0741
C 5.8390 4.2319 0.0396
N 5.4768 0.0925 0.7217
H 5.7738 0.9267 -2.4545
H 4.2788 0.7353 -1.5182
H 5.2591 -0.6547 -1.9633
H 7.0832 -0.2004 -0.4645
H 7.1539 2.3590 -1.0680
H 7.3713 2.1474 0.6240
H 6.5848 4.5053 -0.7067
H 6.1759 4.5576 1.0238
H 4.8548 4.6824 -0.0886
H 5.8339 0.3309 1.6359
H 4.5607 0.5178 0.7174
C 2.6587 4.4109 2.3460
C 2.0137 3.9072 1.0723
C 1.6981 4.9013 -0.0719
O 0.9142 4.2796 -1.0943
C -0.4572 3.9922 -1.0219
N 2.8283 2.7817 0.5482
H 2.1936 5.3560 2.6260
H 3.7059 4.7107 2.3850
H 2.6492 3.6598 3.1359
H 1.0916 3.4429 1.4219
H 2.5944 5.2679 -0.5722
H 1.1688 5.7750 0.3084
H -0.4623 3.2226 -0.2500
H -0.6170 3.4359 -1.9456
H -1.1160 4.8470 -0.8689
H 2.4236 2.4806 -0.3268
H 3.6974 3.2352 0.3053
C -7.3589 2.7913 0.3004
C -6.0680 2.1632 -0.3442
C -5.5335 0.9323 0.4194
O -4.3306 0.3767 -0.1575
C -3.8515 -0.7897 0.6226
N -6.4600 1.7190 -1.6634
H -7.2563 2.8091 1.3854
H -8.2832 2.2411 0.1238
H -7.7049 3.7605 -0.0588
H -5.2186 2.8464 -0.3417
H -6.1975 0.1006 0.6548
H -5.3164 1.2903 1.4257
H -4.6407 -1.5304 0.4937
H -3.8632 -0.6902 1.7080
H -2.8688 -1.2438 0.4950
H -7.2925 1.1514 -1.7325
H -5.7268 1.0549 -1.8671
C -4.2938 -4.8613 2.6329
C -2.8373 -4.2749 2.3120
C -2.0283 -3.8164 3.5460
O -0.7478 -3.3116 3.1904
C -0.7488 -1.9743 2.6430
N -1.9921 -5.3683 1.7315
H -4.1910 -5.6883 3.3355
H -4.7893 -5.3701 1.8061
H -4.9116 -4.1355 3.1616
H -2.8787 -3.4403 1.6121
H -1.9036 -4.6484 4.2390
H -2.5878 -3.2017 4.2512
H -1.6954 -1.4578 2.4839
H -0.3313 -2.2046 1.6629
H -0.1073 -1.3207 3.2341
H -2.1521 -6.1839 2.3055
H -1.1426 -4.9807 2.1165
O 2.5940 0.9171 2.5556
H 1.7767 1.1467 2.9978
H 2.6931 1.5820 1.8742
O -0.3337 1.5571 -3.9024
H 0.4153 2.0345 -3.5455
H -0.2329 1.6275 -4.8517
O 3.0396 -1.7129 2.4528
H 3.0931 -0.7589 2.3961
H 2.8512 -1.8883 3.3747
O -1.7413 -0.8429 -4.7064
H -1.2261 -1.6488 -4.6703
H -1.7915 -0.6318 -5.6387
O 1.1073 -2.5713 -3.6497
H 1.5929 -1.7470 -3.6825
H 1.6581 -3.1933 -4.1250
O -1.5951 -3.3093 -3.5055
H -2.2948 -3.9045 -3.2364
H -1.6492 -3.2919 -4.4610
O -2.5200 1.8752 -1.6089
H -3.0551 2.6568 -1.7471
H -2.2722 1.9143 -0.6851
O 1.6167 -4.3120 2.1411
H 0.8139 -3.7933 2.1940
H 1.4120 -5.1196 2.6123
O -3.7362 -0.5258 -2.4590
H -3.8015 -1.4545 -2.6815
H -4.1413 -0.4572 -1.5945
O 3.2579 -4.6844 -0.5306
H 3.0393 -4.5676 -1.4551
H 3.9595 -5.3356 -0.5303